14
Properties=species:S:1:pos:R:3:forces:R:3:mulliken_charge:R:1 method="wB97M-V/def2-TZVPD" de_lowest_kcal_mol=99.3 fmax_ev_per_a=4.2 energy_ev=-10058.4381 spin_multiplicity=1
C -0.68413 0.26210 0.44375 1.2 2.1 -0.1 -0.2214
C -1.80066 -0.76592 0.94040 0.7 -1.1 1.1 -0.4878
C -2.06741 -0.25498 -0.30313 1.6 -1.9 -3.5 0.1274
C 0.61110 0.01464 -0.08390 -2.6 -2.7 0.6 0.6811
C 1.77670 0.84706 0.13008 2.7 -0.7 0.8 -1.3295
O 0.82711 -1.21896 -0.64419 2.1 0.3 0.0 -0.4927
F -2.97076 0.66475 -0.71855 -0.3 1.0 1.3 -0.2780
H -0.82208 1.30688 0.80195 0.3 -0.8 -0.2 0.1910
H -1.32986 -1.80594 0.98288 -0.8 1.4 -0.5 0.1533
H -1.74672 -0.66784 -1.30280 -0.3 -0.3 0.9 0.2767
H 2.49432 0.71771 -0.72890 -0.8 0.6 0.5 0.3893
H 2.45700 0.44560 1.03150 -1.8 1.0 -1.6 0.2899
H 1.42933 1.85949 0.28237 0.5 0.3 0.1 0.3504
H 1.82606 -1.40459 -0.83146 -2.7 0.8 0.6 0.3502

=====

15
Properties=species:S:1:pos:R:3:forces:R:3:mulliken_charge:R:1 method="wB97M-V/def2-TZVPD" de_lowest_kcal_mol=145.8 total_charge=-1 fmax_ev_per_a=3.7 energy_ev=-14846.8685 spin_multiplicity=1
C 3.05270 -0.81832 -0.22996 2.1 0.9 0.8 0.4030
C 0.73092 -2.00250 -0.15244 -1.8 -2.8 0.3 -0.0995
C 1.83876 -1.34844 -0.34347 0.1 3.0 -1.3 -0.0505
C 0.17359 0.76113 -0.39052 1.3 -3.3 0.9 0.3397
C -0.01640 2.27394 -0.47684 -1.0 -0.4 1.8 0.3760
C -2.04437 0.10751 0.52029 0.0 0.5 2.1 -0.7109
N 4.07682 -0.27475 -0.02148 -0.9 -0.8 -0.5 -0.5556
N -0.43493 -1.48108 0.12782 -1.9 -1.2 0.2 -1.0668
N -0.61530 -0.12117 0.13024 0.0 0.3 -0.5 0.6213
O 0.47360 2.89271 -1.37067 1.4 0.9 -2.5 -0.6247
O -0.70230 2.66991 0.47961 -0.6 0.2 1.0 -0.7101
H 0.57224 -3.17043 -0.25672 0.9 2.3 0.4 0.2642
H -2.64823 -0.46979 -0.16605 -0.2 0.3 -0.2 0.2753
H -2.34549 -0.21384 1.61220 1.3 0.2 -2.1 0.1933
H -2.11162 1.19513 0.53798 -0.6 -0.1 -0.4 0.3451

=====

55
Properties=species:S:1:pos:R:3:forces:R:3:mulliken_charge:R:1 method="wB97M-V/def2-TZVPD" total_charge=+1 fmax_ev_per_a=1.9 energy_ev=-108562.5048 spin_multiplicity=1
Ba -0.62434 0.24094 0.09125 -0.5 -1.5 1.1 1.7077
S 0.25775 4.32175 -2.61235 0.1 0.0 -0.1 -0.3280
C -1.40943 4.45665 -2.15671 0.1 0.1 -0.1 1.0842
C -2.32341 5.46529 -2.45012 0.0 0.0 0.0 -0.6026
C -3.60965 5.34117 -1.95952 0.0 0.0 0.0 -0.4929
C -3.97935 4.23359 -1.18965 0.0 -0.1 0.0 -0.6746
C -3.06775 3.23585 -0.90256 0.0 0.0 0.0 -0.5625
C -1.76659 3.34886 -1.39406 0.2 -0.3 0.1 -0.2132
N -0.73095 2.42718 -1.19336 -0.1 0.9 -0.5 -0.5360
C 0.38919 2.80606 -1.77147 -0.2 0.1 0.0 0.4203
C 1.65541 2.04268 -1.72048 0.1 0.0 0.0 1.6166
C 2.77612 2.55908 -2.38923 -0.1 0.0 0.0 -0.7099
C 3.97640 1.87503 -2.35599 0.0 0.0 0.0 -0.6737
C 4.05638 0.67536 -1.65591 0.0 0.0 0.0 -0.6878
C 2.93586 0.17762 -0.99979 -0.1 0.1 0.0 -0.4375
C 1.68974 0.82644 -0.99650 0.3 0.2 -0.2 -1.0188
H -2.03592 6.32399 -3.04498 0.0 -0.1 0.0 0.4123
H -4.33994 6.11188 -2.17266 0.0 0.0 0.0 0.3929
H -4.99129 4.15925 -0.81320 0.0 0.0 0.0 0.3937
H -3.36270 2.38208 -0.30137 0.0 0.0 0.0 0.2503
H 2.72185 3.49512 -2.93940 0.0 -0.1 0.0 0.3219
H 4.84262 2.27057 -2.87288 0.0 0.0 0.0 0.4022
H 4.99521 0.13117 -1.62904 -0.1 0.0 0.0 0.3803
H 3.04941 -0.76614 -0.46978 0.0 0.0 0.0 0.3939
C 1.42877 -3.02219 3.86052 0.1 0.2 0.0 -0.6884
N 2.10428 -1.73436 3.71607 -0.1 -0.3 0.0 0.1681
C 3.47953 -1.54597 3.71021 -0.3 -0.2 0.0 -0.3907
C 3.69219 -0.22926 3.55864 -0.2 0.3 0.0 -0.3752
N 2.44567 0.37302 3.47542 0.0 0.3 0.0 0.2548
C 2.21274 1.80605 3.31821 0.1 -0.2 0.1 -0.8183
C 1.46636 -0.55243 3.57335 0.5 0.0 -0.1 -0.2776
Se -0.37100 -0.25690 3.56367 0.1 0.0 -0.3 -0.3511
H 2.18278 -3.78587 4.02851 0.0 0.0 0.0 0.3213
H 0.86275 -3.25485 2.96320 0.0 0.0 0.0 0.1374
H 0.74213 -2.98993 4.70123 0.0 0.0 0.1 0.3663
H 4.17362 -2.36156 3.82151 -0.1 0.0 0.0 0.4317
H 4.60890 0.33316 3.50678 -0.1 0.0 0.0 0.4372
H 3.17487 2.30946 3.32250 0.0 0.0 0.0 0.2968
H 1.59623 2.17475 4.13227 0.0 0.0 0.1 0.3771
H 1.70594 2.00552 2.37980 0.0 0.0 -0.1 0.2508
C -3.38543 -4.31775 -3.45400 0.0 0.0 0.1 -1.2035
C -2.78601 -3.87119 -2.15983 0.0 0.0 -0.1 0.4819
C -2.68022 -4.49040 -0.93715 0.0 -0.1 0.2 -0.8233
C -2.00845 -3.57853 -0.09899 0.0 -0.1 0.2 0.4328
N -1.71844 -2.46005 -0.75096 0.0 0.3 -0.4 -0.0978
N -2.20288 -2.66580 -2.00691 0.0 0.0 0.1 0.0633
C -1.60319 -3.77168 1.33128 0.0 0.0 -0.1 -1.0059
H -3.78134 -5.32492 -3.34872 0.0 0.0 0.0 0.3103
H -2.64223 -4.32888 -4.25314 0.0 0.0 0.0 0.3265
H -4.20362 -3.66362 -3.76014 0.0 0.0 0.0 0.3187
H -3.03738 -5.47623 -0.67755 0.0 0.1 0.0 0.3470
H -2.08307 -1.96845 -2.71800 0.0 0.1 -0.1 0.1328
H -2.10869 -4.63907 1.75234 0.0 0.0 0.0 0.3382
H -1.84156 -2.90386 1.94674 0.0 0.0 0.0 0.3089
H -0.52785 -3.94969 1.40286 0.0 0.0 0.0 0.0915

=====

9
Properties=species:S:1:pos:R:3:forces:R:3:mulliken_charge:R:1 method="wB97M-V/def2-TZVPD" de_lowest_kcal_mol=49.6 fmax_ev_per_a=4.3 energy_ev=-23750.4849 spin_multiplicity=1
C 0.43487 -0.63266 0.09610 -0.4 -0.7 0.0 -0.1877
C 1.28595 0.57132 -0.13960 -3.5 0.0 1.1 -0.4597
N -0.57867 0.30965 0.44931 4.2 0.7 -0.5 -0.2011
P -1.99754 0.86496 -0.09258 -1.0 -0.6 -0.2 0.1135
S -3.11311 -0.73989 -0.09599 0.2 0.7 -0.2 -0.3432
H 0.19625 -1.23662 -0.78165 0.1 -0.1 0.1 0.2830
H 0.74565 -1.24131 0.94430 0.0 -0.1 -0.2 0.2232
H 1.81246 1.00271 0.68841 0.2 0.1 0.2 0.2671
H 1.21414 1.10184 -1.06830 0.1 0.0 -0.3 0.3049